{
  "formula": "C2H2N2O2S",
  "method": "the ωB97M-V functional and the def2-TZVPD basis",
  "e_tot_ev": -20009.3018,
  "spin_multiplicity": 3,
  "de_lowest_kcal_mol": 58.5,
  "species": ["C", "C", "N", "N", "O", "O", "S", "H", "H"],
  "xyz": [[0.004047, -2.186595, -1.486934], [0.896690, -1.061240, -0.937224], [-0.407095, 2.530204, 2.226197], [0.410352, 0.074187, -0.999466], [-0.257923, -1.881867, -2.647170], [0.269186, 1.132247, -0.810462], [-1.219128, 2.405440, 3.671818], [-0.175632, -3.106782, -0.970547], [0.479501, 2.094406, 1.953788]],
  "atomic_forces_ev_per_a": [[2.0, 3.6, -3.2], [-2.7, 1.0, 0.4], [-1.9, -0.2, 3.2], [4.3, -12.5, -0.1], [-1.1, -2.4, 1.4], [-2.2, 10.9, 1.3], [2.3, 0.2, -3.6], [-0.4, -0.6, 0.4], [-0.3, 0.0, 0.4]],
  "lowdin_spin": [0.000, 0.000, 0.933, 0.000, 0.000, 0.000, 1.028, 0.000, 0.039]
}


{
  "formula": "C2H2N2O2S2",
  "method": "the ωB97M-V functional and the def2-TZVPD basis",
  "e_tot_ev": -30851.8869,
  "spin_multiplicity": 1,
  "de_lowest_kcal_mol": 0.0,
  "smiles": "O=C1NSC(=O)SN1",
  "species": ["O", "C", "N", "S", "C", "O", "S", "N", "H", "H"],
  "xyz": [[-2.528477, -0.001628, 0.002623], [-1.317919, -0.007487, -0.006163], [-0.535716, 1.006693, -0.511462], [0.935485, 1.485221, 0.226498], [1.913548, 0.006112, -0.000580], [3.113257, 0.004194, -0.000177], [0.944998, -1.482585, -0.227096], [-0.521322, -1.017273, 0.512836], [-1.006514, 1.734583, -1.013017], [-0.997342, -1.727834, 1.016537]],
  "atomic_forces_ev_per_a": [[0.4, -0.1, 0.0], [-0.4, 0.0, 0.2], [0.6, 0.0, 0.1], [-0.2, -0.2, -0.1], [0.5, -0.1, 0.0], [-0.7, 0.0, 0.0], [-0.1, 0.2, 0.1], [0.4, 0.6, -0.5], [-0.2, 0.2, -0.2], [-0.3, -0.6, 0.4]],
  "mulliken_charge": [-0.572, 0.672, -0.321, -0.030, 0.497, -0.445, -0.031, -0.318, 0.276, 0.272]
}


{
  "formula": "C2H2N2O2S2",
  "method": "the ωB97M-V functional and the def2-TZVPD basis",
  "e_tot_ev": -30847.3669,
  "spin_multiplicity": 1,
  "de_lowest_kcal_mol": 104.2,
  "species": ["C", "C", "N", "N", "O", "O", "S", "S", "H", "H"],
  "xyz": [[0.457946, 0.971465, -0.436998], [-2.004698, 0.578057, 0.211983], [0.361399, -0.269629, -0.318382], [-0.716287, -0.901576, 0.057777], [-3.601768, -1.479971, -0.526301], [-2.844126, 0.543200, 1.237472], [-1.024568, 1.915262, -0.258784], [-3.605843, -0.038741, -0.253206], [1.400417, 1.510754, -0.770989], [-0.783981, -1.436302, 0.903817]],
  "atomic_forces_ev_per_a": [[1.0, 0.6, -1.2], [2.2, -2.8, -0.7], [2.0, -1.3, 1.7], [-3.5, 3.5, -1.8], [0.0, 1.3, 0.7], [-0.8, -0.4, 0.8], [-0.3, 1.0, 0.1], [0.1, -0.9, -0.6], [-1.5, -0.9, 0.4], [0.9, -0.1, 0.6]],
  "mulliken_charge": [-0.051, 0.542, -0.334, -0.243, -0.462, -0.366, -0.114, 0.446, 0.334, 0.248]
}


{
  "formula": "C2H2N2O2S2",
  "method": "the ωB97M-V functional and the def2-TZVPD basis",
  "e_tot_ev": -30851.8372,
  "spin_multiplicity": 1,
  "de_lowest_kcal_mol": 1.1,
  "smiles": "O=C1NSC(=O)NS1",
  "species": ["O", "C", "N", "S", "C", "O", "N", "S", "H", "H"],
  "xyz": [[2.768948, -0.389452, -0.154785], [1.586923, -0.263384, 0.100169], [0.637490, -1.222232, -0.058968], [-0.898819, -1.285075, 0.705750], [-1.589123, 0.260529, 0.094614], [-2.763546, 0.390408, -0.154993], [-0.634420, 1.223490, -0.070963], [0.890482, 1.292135, 0.705748], [0.917900, -2.049920, -0.597650], [-0.915837, 2.043499, -0.568918]],
  "atomic_forces_ev_per_a": [[-1.2, 0.1, 0.3], [1.2, 0.3, -0.2], [-0.2, -0.8, -0.3], [0.4, 0.2, -0.2], [-0.5, 0.0, -0.1], [0.6, 0.0, 0.2], [0.3, -0.3, 0.3], [-0.2, -0.3, -0.2], [-0.2, 0.6, 0.4], [-0.1, 0.4, -0.3]],
  "mulliken_charge": [-0.529, 0.638, -0.342, -0.045, 0.635, -0.519, -0.340, -0.045, 0.278, 0.269]
}


{
  "formula": "C2H2N2O2S2",
  "method": "the ωB97M-V functional and the def2-TZVPD basis",
  "e_tot_ev": -30845.9414,
  "spin_multiplicity": 1,
  "de_lowest_kcal_mol": 137.1,
  "species": ["C", "C", "N", "N", "O", "O", "S", "S", "H", "H"],
  "xyz": [[2.723787, 0.503863, 0.615245], [-1.912719, -0.991523, -0.073371], [1.835816, 0.220351, -0.089589], [0.845373, -0.269746, -0.625093], [-1.316861, 1.513220, 0.920976], [-2.175085, -0.217633, -1.123743], [-1.369155, -2.434372, 0.193583], [-2.420329, 0.669434, 0.506218], [3.689567, 0.744186, 0.540688], [0.099608, 0.262223, -0.864911]],
  "atomic_forces_ev_per_a": [[-2.3, -0.7, 0.5], [-0.4, 1.0, -0.9], [-1.5, 0.2, -0.1], [3.0, -3.2, 0.4], [-0.1, -0.3, -0.3], [0.1, 0.2, 1.5], [0.0, -0.5, 0.4], [0.1, -0.7, -0.6], [3.3, 1.0, -0.2], [-2.1, 2.9, -0.8]],
  "mulliken_charge": [-0.259, 0.494, 0.495, -0.744, -0.416, -0.352, -0.248, 0.509, 0.285, 0.237]
}


{
  "formula": "C2H2N2O3",
  "method": "the ωB97M-V functional and the def2-TZVPD basis",
  "e_tot_ev": -11224.3201,
  "spin_multiplicity": 1,
  "de_lowest_kcal_mol": 103.4,
  "smiles": "N#CC=O.O=NO",
  "species": ["N", "C", "C", "O", "H", "O", "N", "O", "H"],
  "xyz": [[-0.903548, 1.376128, -0.116771], [-1.421649, 0.356806, -0.019113], [-1.892857, -0.914287, 0.260386], [-2.057871, -1.758249, -0.566348], [-2.133361, -0.983702, 1.283276], [1.264254, -0.255265, 0.838513], [2.234933, 0.231328, 0.336952], [2.076511, 0.765584, -0.920036], [2.833587, 1.181653, -1.096859]],
  "atomic_forces_ev_per_a": [[-0.4, 0.2, -0.1], [1.5, 3.0, -0.9], [-0.9, -1.4, -0.4], [-0.1, -0.8, -0.4], [-0.5, -0.8, 1.7], [1.7, 1.0, -2.0], [-0.3, -0.6, 1.8], [-6.3, -3.1, 1.2], [5.1, 2.5, -0.9]],
  "mulliken_charge": [-0.342, 0.335, 0.102, -0.402, 0.316, -0.244, 0.174, -0.321, 0.382]
}


{
  "formula": "C2H2N2O3",
  "method": "the ωB97M-V functional and the def2-TZVPD basis",
  "e_tot_ev": -11220.8432,
  "spin_multiplicity": 1,
  "de_lowest_kcal_mol": 183.6,
  "species": ["C", "C", "N", "N", "O", "O", "O", "H", "H"],
  "xyz": [[-0.317378, 1.151743, 1.618751], [0.748676, 0.012967, -0.602826], [-0.856947, 1.787812, 2.405636], [-0.608931, -0.324752, -0.712365], [-1.463204, 0.536912, -0.928542], [-0.906992, -1.512489, -0.452995], [1.592018, -0.982993, -0.224817], [0.815363, 1.127130, -0.743070], [0.997394, -1.796331, -0.359772]],
  "atomic_forces_ev_per_a": [[1.3, -1.1, -1.6], [1.3, 0.4, 2.5], [-0.6, 0.7, 0.9], [-3.7, -1.6, 0.7], [1.7, -0.6, -0.5], [1.0, 0.8, -0.7], [-2.6, 2.2, -2.0], [1.2, -1.4, 0.1], [0.5, 0.7, 0.6]],
  "mulliken_charge": [0.059, -0.089, -0.307, 0.883, -0.442, -0.632, -0.361, 0.476, 0.412]
}


{
  "formula": "C2H2N2O3",
  "method": "the ωB97M-V functional and the def2-TZVPD basis",
  "e_tot_ev": -11225.9412,
  "spin_multiplicity": 1,
  "de_lowest_kcal_mol": 66.0,
  "species": ["C", "C", "H", "H", "N", "N", "O", "O", "O"],
  "xyz": [[-0.770603, -0.475610, 0.072090], [0.784374, 0.619742, -0.355892], [-2.323850, -1.685510, 0.707387], [1.451754, 2.107378, -0.282354], [0.076242, -1.340298, -0.120413], [-0.360503, 0.839764, -0.035536], [-1.881748, -0.737186, 0.974872], [1.204757, -0.630652, -0.393982], [1.819578, 1.302373, -0.566172]],
  "atomic_forces_ev_per_a": [[-5.5, 1.8, 4.9], [4.9, -3.8, -0.9], [1.9, 3.5, 0.9], [0.6, 3.3, 0.3], [1.9, -4.2, -0.5], [-5.3, 0.8, 0.9], [-0.3, -2.6, -3.6], [-0.2, -1.6, -1.1], [2.2, 2.9, -0.8]],
  "mulliken_charge": [0.336, 0.682, 0.376, 0.364, -0.282, -0.437, -0.489, -0.126, -0.422]
}


{
  "formula": "C2H2N2O4",
  "method": "the ωB97M-V functional and the def2-TZVPD basis",
  "e_tot_ev": -13269.1698,
  "spin_multiplicity": 1,
  "de_lowest_kcal_mol": 138.5,
  "smiles": "O=C=C[N+](=O)[O-].N=O",
  "species": ["O", "C", "C", "N", "O", "O", "H", "N", "O", "H"],
  "xyz": [[-1.974576, 0.311638, -2.476820], [-1.398366, -0.105256, -1.566381], [-0.834629, -0.438937, -0.425434], [0.398298, -0.976669, -0.242573], [1.128456, -1.218343, -1.169407], [0.739322, -1.210958, 0.870504], [-1.593858, -0.305824, 0.301906], [1.340288, 1.534008, 1.903024], [0.223953, 1.460134, 1.399073], [1.971111, 0.950207, 1.406108]],
  "atomic_forces_ev_per_a": [[0.6, -0.7, 0.9], [0.0, 0.9, -2.0], [-2.6, 0.7, -1.0], [1.4, -0.7, -0.4], [0.3, 0.2, -2.3], [0.2, -0.4, 3.2], [0.1, -0.1, 1.4], [-3.3, 1.5, 0.6], [2.2, 0.2, 0.8], [1.2, -1.5, -1.3]],
  "mulliken_charge": [-0.289, 0.659, -0.419, 0.946, -0.621, -0.593, 0.312, -0.023, -0.204, 0.232]
}


{
  "formula": "C2H2N2O4",
  "method": "the ωB97M-V functional and the def2-TZVPD basis",
  "e_tot_ev": -13268.4254,
  "spin_multiplicity": 1,
  "de_lowest_kcal_mol": 155.7,
  "smiles": "O=C[N+](=O)[O-].C#[N+][O-]",
  "species": ["O", "C", "N", "O", "O", "H", "C", "N", "O", "H"],
  "xyz": [[1.140735, -1.797194, 0.286649], [0.624994, -0.729105, 0.655081], [1.104128, 0.595079, 0.089103], [0.740239, 1.524679, 0.792717], [1.854787, 0.612340, -0.809734], [-0.058776, -0.730509, 1.625840], [-0.805857, -0.056186, -0.862329], [-1.795310, 0.328974, -0.400270], [-2.642695, 0.424053, 0.419143], [-0.162248, -0.172130, -1.796196]],
  "atomic_forces_ev_per_a": [[-1.6, 4.0, 0.9], [0.8, -5.5, 1.0], [-0.2, 0.7, 3.7], [0.2, 0.3, -0.4], [1.3, 0.0, -2.0], [1.2, 0.9, -2.1], [1.5, -0.6, -4.7], [-0.7, -1.1, 1.8], [-1.1, 1.0, 0.0], [-1.4, 0.2, 1.7]],
  "mulliken_charge": [-0.438, 0.054, 0.891, -0.513, -0.510, 0.386, -0.229, 0.564, -0.557, 0.353]
}


{
  "formula": "C2H2N2O4S",
  "method": "the ωB97M-V functional and the def2-TZVPD basis",
  "e_tot_ev": -24106.5930,
  "spin_multiplicity": 1,
  "de_lowest_kcal_mol": 26.9,
  "species": ["C", "C", "N", "N", "O", "O", "O", "O", "S", "H", "H"],
  "xyz": [[2.661822, 0.365118, 0.351752], [-0.690712, 0.126110, -0.571994], [3.310741, 1.258705, 0.080538], [-1.720798, -0.688217, 0.049402], [-2.494398, -1.307768, -0.611923], [-1.586309, -0.752056, 1.249091], [-0.441942, 1.221273, 0.314339], [0.411698, -0.727573, -0.867102], [1.475592, -0.950771, 0.393406], [-0.987778, 0.662915, -1.441274], [0.062088, 0.792269, 1.053764]],
  "atomic_forces_ev_per_a": [[-2.6, -2.3, -0.7], [1.5, 3.6, 0.8], [1.3, 1.5, -0.1], [0.1, -1.0, 1.2], [-0.8, -0.3, -1.0], [-0.4, -0.4, 0.8], [1.1, -2.3, -0.7], [0.4, 0.8, 0.5], [0.8, 0.1, 0.4], [-0.6, -0.6, -1.1], [-0.7, 0.8, -0.2]],
  "mulliken_charge": [0.336, -0.138, -0.316, 1.055, -0.552, -0.503, -0.466, -0.276, 0.103, 0.357, 0.401]
}


{
  "formula": "C2H2N2OS",
  "method": "the ωB97M-V functional and the def2-TZVPD basis",
  "e_tot_ev": -17965.3588,
  "spin_multiplicity": 1,
  "de_lowest_kcal_mol": 83.4,
  "smiles": "S=C1CON=N1",
  "species": ["S", "C", "C", "O", "N", "N", "H", "H"],
  "xyz": [[-0.135670, 2.475536, -1.589531], [0.016257, 1.639233, -0.204342], [0.019807, 0.245515, 0.182003], [-0.061444, 0.254211, 1.618484], [-0.098313, 1.490224, 2.113191], [-0.214942, 2.388977, 1.344055], [-0.971268, -0.303920, -0.037677], [0.975674, -0.279032, -0.249322]],
  "atomic_forces_ev_per_a": [[0.5, -1.0, 1.6], [-2.0, 2.9, 0.2], [-0.2, -1.8, -0.5], [1.4, -2.0, -0.1], [-0.8, 0.2, 2.0], [1.2, 0.2, -3.8], [1.7, 0.8, -0.6], [-1.9, 0.6, 1.1]],
  "mulliken_charge": [-0.202, 0.063, -0.063, -0.127, 0.065, -0.219, 0.241, 0.240]
}